ORCA calculation (ωB97M-V with the def2-TZVPD basis set) on a 11-piece molecular cluster, C42H63O32 overall.

XYZ file:
```
137
Properties=species:S:1:pos:R:3:forces:R:3
H 4.7038 7.9699 -1.8340 -0.2539 -0.0211 -0.1445
H 2.6663 3.2532 5.3429 -0.1536 0.3906 0.4542
C -4.9962 -5.0181 -5.4369 0.2603 0.0449 0.8653
C -5.5242 -4.8913 -6.8412 0.9816 1.8508 0.4916
C -0.3199 1.7617 6.1447 0.5822 -1.4121 -0.8469
C 6.2857 -4.0881 4.7258 -0.0892 0.0318 1.1785
O 6.1835 -6.5967 8.6416 -0.5505 1.4521 -3.1219
O 9.1141 -3.6164 -1.7902 -0.5852 4.2159 0.5488
H 8.6519 0.4917 -2.6057 0.1698 -0.3155 -0.4657
H -5.7913 -4.9895 -4.6918 -0.2259 -0.0684 -0.1826
H 10.4882 0.5184 0.4090 -0.4196 0.0624 0.3188
H -0.9499 1.1942 5.4597 -0.4717 0.3295 0.1545
H 7.0211 -4.8675 4.5262 -0.2026 -0.1325 -0.2396
O 8.4217 -1.5702 -2.5860 -0.3960 -0.8009 -0.3963
H 2.9038 -6.1186 -3.9712 -0.0666 0.1401 -0.2449
H 2.3171 1.6073 5.2478 -0.3286 -0.2976 -0.2075
H 10.8603 0.0961 -1.1604 -0.1099 -0.1778 -0.4886
H 2.5072 -3.1468 -3.2394 0.4387 -0.0076 0.1481
H -6.8837 1.1478 -2.8989 -0.4493 -0.0915 -0.2064
C 2.7908 3.9562 -5.9591 -0.5152 0.9590 -0.2376
C -7.3700 0.9522 -1.9432 -0.1157 -0.9809 0.2793
H 8.0760 0.0344 0.0187 0.0293 -0.9257 0.6500
H 3.7731 -3.8585 -4.3652 -0.1527 0.3361 -0.0495
H 5.6999 -3.8415 3.8403 -0.1034 -0.1585 0.1273
C -0.0900 2.3749 -5.5474 -4.0819 -2.4195 -0.5740
H -9.4004 1.3870 -0.5557 -0.9013 0.5112 0.0046
O -4.9306 8.0878 0.9687 0.1183 -0.3965 -0.8643
O -5.7585 -5.8322 7.1282 -1.3826 -0.0744 0.1748
C -4.4886 7.0471 1.8462 0.4891 -0.3055 -0.4843
C -3.2634 6.3304 1.2997 0.2502 0.2721 0.0003
H 5.6884 5.8751 0.2037 0.1073 -0.0060 -0.1239
H 3.8692 -4.5632 -1.6478 -0.4756 0.1944 0.2552
C 0.6448 -0.8713 0.9325 0.5003 0.0582 -1.9082
H -6.1324 -3.9953 -6.9650 -0.3931 -0.1546 0.3511
H -7.4459 1.9035 -1.4165 -0.1665 -0.1075 0.0723
C 3.3274 -5.4588 -1.9518 1.2672 -0.1272 -0.9799
C 0.9419 3.7902 -4.1437 1.7112 -0.1433 1.1548
C -3.7173 -5.1517 4.6713 1.0904 2.5678 -3.3838
C 8.1666 -0.3016 -2.0371 0.2552 1.2388 -0.3866
C 8.9196 -2.3989 -1.6358 0.4197 -3.4940 -0.8840
C 0.5544 2.7765 5.4449 0.4648 0.3736 0.9203
O -1.0292 2.4589 7.1296 -0.6428 -1.0674 0.3716
H 5.7039 8.9466 -0.8481 -0.4386 1.5019 -0.3111
H -3.1704 5.3281 1.7178 -0.1972 -0.0057 0.0123
C -5.4833 9.0777 1.6776 -1.0570 1.1769 -1.7264
C 4.6843 8.5687 -0.9234 1.0880 -0.7881 -1.6156
H -6.6708 0.2834 -1.4413 0.0690 0.2368 0.4111
H 2.1547 4.6555 -6.5018 -0.4291 -0.2422 -0.3381
H 3.4489 4.6811 -5.4801 0.5264 -0.6742 0.3801
O 9.1886 -1.6983 -0.5250 -0.1616 -1.0566 0.7400
C 4.5600 -5.7665 5.6882 0.9043 1.0888 -1.1138
O 1.1510 2.3418 -5.9009 1.1127 -1.2038 -1.2944
O 1.5875 -0.2578 0.3288 -1.2261 -0.1255 0.4062
H 2.1265 2.2850 6.8084 0.1794 0.5475 0.1372
C 2.6066 -5.2984 -3.3177 -0.0856 0.0250 1.6440
O 0.7472 -1.5802 1.9339 -0.1446 -0.3300 1.0936
H 1.9807 -3.8986 -4.6957 0.3709 0.2490 -0.5178
H 3.5358 -5.4402 5.5072 -0.2269 -0.4288 0.7356
C 8.8071 -0.3672 -0.6829 0.4476 2.7882 0.2536
H -4.5964 -4.8069 2.0644 -0.0304 0.0353 -0.2590
H 7.1272 0.0214 -1.9786 -0.3156 -0.8890 -0.1931
O 0.1649 4.0075 6.1421 0.0184 0.2252 -1.0739
O 2.3692 -5.8714 -1.0069 -0.2300 -0.0055 -0.5733
C -5.7816 -6.5642 -8.2217 -0.6990 -3.9366 -2.0223
H -3.8243 -4.0850 4.4742 -0.0105 0.3663 -0.1420
O -10.9459 0.7309 -1.8744 -0.9207 0.0811 -0.1841
H -4.6783 7.2115 3.9754 -0.3648 0.2907 0.1156
O 3.5286 9.4047 -0.9790 1.9462 0.6036 -0.3815
O -1.3863 4.5622 7.6905 -0.1129 0.9869 0.6129
C -10.6427 0.8623 -3.1865 -0.4860 1.7899 -2.2119
O 4.8110 -6.5043 6.8407 -1.5639 -2.1255 0.8440
C -5.4245 -5.1332 2.6936 1.3012 -0.8473 0.6218
H 4.0896 -6.2297 -2.0645 -0.0134 -0.1964 0.2696
O -4.0117 -5.3553 5.9642 1.6981 0.0972 1.8453
C -9.7733 0.5259 -1.1103 0.3145 -0.2402 1.3602
H -3.3740 6.2465 0.2185 -0.0049 -0.1118 0.0272
H 2.5733 2.4858 -4.4272 -0.0158 -0.4529 -0.2685
C -4.4296 -4.7807 -7.9792 -1.5287 0.7503 1.3258
H -8.4949 -0.8753 -2.0808 -0.3557 -0.1363 -0.8317
H 4.8461 -6.3001 4.7818 0.2941 -0.3446 0.1404
C 10.0423 0.5302 -0.5855 1.4072 -0.5860 0.3290
H -3.4285 -4.8118 -7.5491 0.1240 -0.4581 -0.3896
H -4.2146 -6.7971 3.5427 -0.6977 -0.4106 -0.3225
H 4.7380 -3.7722 6.2791 0.6636 0.3879 0.5643
C 4.5393 7.7087 0.2711 -0.9495 -1.0719 0.6111
H 1.1877 3.3926 -3.1590 -0.2364 0.8259 0.4485
O 0.2308 -6.4994 -0.9866 1.6589 1.2124 -2.4067
H 10.0044 1.5730 -0.9004 -0.7826 -0.0807 -0.0157
H -2.7096 -5.3696 4.3175 0.1363 -0.4436 0.7316
H -4.5818 -3.8722 -8.5619 0.2980 0.1395 0.2328
H 4.3635 5.8231 -0.9565 -0.2998 0.3184 0.1210
H -5.2685 6.2860 1.8699 -0.3802 0.2010 0.2731
H -4.4579 -5.9501 -5.2648 -0.0381 -0.1792 -0.3250
C -4.7419 -5.9072 3.8863 -0.9237 0.2532 -1.7042
O -6.2949 -6.0409 -7.1326 0.3423 0.8417 0.0252
H 3.2588 3.3028 -6.6953 0.3878 0.2446 0.1960
H 0.9790 4.8781 -4.2014 -0.3638 -0.0083 0.0370
O -5.7100 -6.2430 4.8720 -0.1584 0.4886 0.8617
H -1.5065 -1.3173 0.9142 -0.1859 0.3837 0.0405
C 2.7702 -3.9348 -3.9451 -0.9135 -0.6452 -0.0674
C -0.7930 3.7614 7.0607 0.3117 -0.1872 -1.0350
O 3.1977 8.0167 0.6835 -0.4065 -0.6340 0.7428
C 5.8423 -6.0859 7.5733 0.2685 -0.5921 2.2235
O -4.8097 -5.8397 -8.7999 0.4270 -0.8909 -0.3837
O -5.1796 8.9512 2.9538 -0.4133 0.4657 1.2742
H -6.0538 -5.8023 2.1066 -0.0033 0.0256 0.1319
O -6.1586 9.9499 1.1902 0.7276 -0.7284 0.7153
C 1.9286 3.1061 -5.0498 2.5051 1.1053 -0.0624
C 1.1701 -6.0282 -1.6021 -1.1124 0.0890 0.4246
H -9.8991 -0.2846 -0.3924 -0.4509 0.0717 -0.0622
H 5.1609 8.1007 1.0761 0.2238 -0.5597 0.1105
O -11.3974 1.2161 -4.1035 2.2896 -1.5516 3.2514
H -3.3469 8.1362 3.3818 0.1407 0.1655 -0.3794
H -5.9820 -4.2369 2.9655 0.0218 -0.2029 0.4582
H 0.3566 1.0248 6.5778 -0.2889 -0.0896 0.4644
H 0.5174 2.7609 4.3557 -1.0063 0.8269 0.0381
C -4.3626 7.8280 3.1337 0.8226 -1.3153 1.0449
H -2.3152 6.8288 1.5015 -0.1118 0.2927 -0.0048
H -4.3044 -4.2374 -5.1207 0.0013 0.2831 -0.4430
H -0.9801 0.1948 0.0007 -0.4877 -0.2482 -0.3956
O 6.3564 -5.0063 6.9653 0.0032 0.8259 0.2788
C 4.6566 6.1810 0.0305 0.5817 0.8555 1.0980
O -0.9638 1.6625 -6.0542 2.0318 2.3797 1.4875
C 2.6685 8.9517 -0.0830 -4.2924 0.7924 -0.3305
C -5.2446 -5.7629 6.0635 -1.0030 -1.8362 0.9666
C 1.9796 2.5125 5.7526 1.4472 -0.6914 -0.0821
H 4.0816 5.7208 0.8340 -0.1341 -0.2521 -0.2695
O -0.2498 3.2243 -4.5045 -2.6718 -0.4162 -0.9000
H 6.8670 -3.2122 5.0139 -0.1047 0.1306 -0.0571
H -0.7449 -1.5259 -0.6372 0.0352 0.4308 -0.3214
O -6.1368 -7.6423 -8.6644 0.4640 1.7860 0.4650
C -8.7266 0.1898 -2.0902 2.4353 1.3694 -1.3196
O -9.2820 0.7151 -3.3139 -1.2492 -0.9535 -0.5657
C 5.4334 -4.5401 5.9402 0.6763 -0.1151 -1.5930
C -0.8013 -0.8574 0.2219 1.5915 -0.0812 1.1226
O 1.2342 -5.5122 -2.9437 -0.7254 -1.2511 2.1457
O 1.4911 9.3109 -0.0768 2.8140 -0.7555 0.5023
```
Positions in Å, forces in eV/Å.

Its gap between HOMO and LUMO is 6.06 eV. The value obtained for the LUMO energy is 0.0364 Eh. As for the HOMO energy: -5.1 eV. The value obtained for the total energy is -4045.9459 Ha. Its total charge is -1. The calculation puts the energy above the lowest of the compared OMol25 structures with the same formula, charge and spin at 7.139 eV. The maximum force comes out at 0.0929 Eh/bohr.